one) 15
Properties=species:S:1:pos:R:3 method="wB97M-V/def2-TZVPD" homo_energy_ev=-3.017 total_charge=-1 smiles=C[C@H]([O-])CCO homo_lumo_gap_ev=7.4760
C 0.92553 -1.99331 -0.65773
C 0.00996 -0.93264 -0.06686
O -1.05962 -0.63366 -0.89286
C 0.87560 0.32188 0.25736
C 0.16377 1.57178 0.77238
O -1.22644 1.64616 0.42954
H 0.30835 -2.76967 -0.98004
H 1.53917 -2.37766 0.11937
H 1.50274 -1.65045 -1.48290
H -0.34411 -1.33009 0.92723
H 1.44179 0.55696 -0.64985
H 1.61639 0.01683 1.01798
H 0.11286 1.51010 1.86077
H 0.60733 2.52125 0.48504
H -1.36735 0.80686 -0.15806

two) 15
Properties=species:S:1:pos:R:3 method="wB97M-V/def2-TZVPD" homo_energy_ev=-3.580 total_charge=-1 homo_lumo_gap_ev=7.0230
C -0.06681 1.41023 -0.40080
C 0.27696 2.87916 0.05200
H -0.75260 1.08174 0.36056
H -0.42783 1.45886 -1.41736
H 0.90985 0.90943 -0.28756
H -0.15958 3.62782 -0.57527
H 0.09718 3.14899 1.05910
H 1.42811 3.05893 -0.06765
C 0.36017 -2.30730 0.52119
C -0.88098 -2.87558 -0.26128
O -1.88231 -2.68318 0.41004
O -0.82166 -3.44585 -1.35809
H 0.06203 -1.23850 0.59047
H 1.25732 -2.21929 -0.10276
H 0.60016 -2.80547 1.47742

Which structure is the least stable? The one labeled one).

one) 15
Properties=species:S:1:pos:R:3 method="wB97M-V/def2-TZVPD" homo_energy_ev=-3.727 total_charge=-1 homo_lumo_gap_ev=7.5428
C 0.77152 0.48109 0.50208
C 2.06488 1.16419 1.07220
H 0.43337 -0.27323 1.22300
H 0.12597 1.34847 0.57997
H 0.69599 0.09685 -0.50972
H 2.43273 1.84868 0.29746
H 2.81619 0.49212 1.40250
H 1.64454 1.76111 1.99067
C -1.09581 -1.42817 -1.08982
C -2.33616 -0.29402 -0.73863
O -3.27361 -0.80717 -0.05015
O -1.90717 0.85855 -0.99726
H -0.22541 -0.99211 -1.47566
H -1.45447 -2.09096 -1.87478
H -0.69257 -2.16538 -0.33188

two) 15
Properties=species:S:1:pos:R:3 method="wB97M-V/def2-TZVPD" homo_energy_ev=-3.530 total_charge=-1 homo_lumo_gap_ev=7.8429
C 1.17983 0.87542 0.90874
C 0.70071 2.23654 1.61803
H 1.77253 0.31279 1.61907
H 0.36360 0.13706 0.84468
H 1.56740 1.09706 0.00783
H 1.56834 2.94178 1.53072
H 0.37416 2.33941 2.65548
H -0.25497 2.49887 1.03598
C -1.40858 -2.16655 -2.01726
C -0.59619 -1.37234 -0.91897
O -1.24035 -0.68165 -0.09707
O 0.62352 -1.24632 -0.95696
H -0.64207 -2.90129 -2.09606
H -1.79909 -1.43461 -2.67664
H -2.20884 -2.63617 -1.45758

three) 15
Properties=species:S:1:pos:R:3 method="wB97M-V/def2-TZVPD" homo_energy_ev=-3.548 total_charge=-1 homo_lumo_gap_ev=7.2604
C 1.95384 -0.23667 1.11037
C 1.91408 1.31087 1.18251
O 2.51809 2.01555 0.34580
O 1.38899 1.76436 2.25129
H 2.37865 -0.62704 2.03234
H 2.37618 -0.62002 0.18469
H 0.92063 -0.60793 1.24634
C -1.73829 -0.33767 -0.33320
C -1.53894 -0.42189 -1.82498
H -2.70691 -0.71178 -0.02394
H -1.23999 -0.92334 0.43860
H -1.60618 0.68609 0.05863
H -0.53778 -0.12425 -2.11684
H -2.29433 0.22241 -2.27940
H -1.78803 -1.38868 -2.27222

Which structure is the least stable? The one labeled two).

one) 20
Properties=species:S:1:pos:R:3 method="wB97M-V/def2-TZVPD" homo_energy_ev=-7.553 homo_lumo_gap_ev=7.8746
C 0.65093 1.97702 1.86061
C -0.41108 1.74322 -0.36079
C -1.16689 -0.23973 -1.21090
C -0.66829 -2.38300 -1.71415
C -0.39180 -0.97584 -0.29627
C 0.12355 -0.27697 0.83752
H 1.63746 1.81758 2.13316
H 0.09317 1.97151 2.86583
H 0.65457 2.94193 1.30586
H -0.39575 2.78600 -0.44344
H -1.37863 -0.99193 -3.42509
H -0.62826 -3.30371 -2.26247
H -0.36278 -0.50630 1.65853
H 2.19057 -0.45940 0.29663
H 1.01209 -2.19939 0.93010
N 0.32964 1.21128 0.58156
N -1.24950 1.14555 -1.25999
N -1.58972 -1.16778 -2.08571
N 0.00539 -2.22501 -0.64142
N 1.54534 -0.86502 1.23045

two) 20
Properties=species:S:1:pos:R:3 method="wB97M-V/def2-TZVPD" homo_energy_ev=-8.675 homo_lumo_gap_ev=8.9808
C -3.32852 -0.11593 -1.23417
C -2.42387 1.89464 -0.86334
C -1.53617 0.07850 0.07109
C 0.60945 -0.34139 2.05569
C 2.40514 -1.07435 -0.68681
C 2.40651 -0.01948 0.42203
N -3.39745 1.19182 -1.41264
N -2.40389 -0.71248 -0.45455
N -1.43425 1.41095 -0.15689
N 0.13278 -0.79591 0.80089
N 1.02190 0.27946 0.83575
H -3.86281 -0.83477 -1.90816
H -2.23369 2.99500 -1.23329
H -0.14669 0.13834 2.65879
H 1.35264 -0.97493 2.57353
H 1.53311 -0.77329 -1.27731
H 3.30515 -0.93843 -1.25085
H 2.23801 -1.92956 -0.14302
H 2.90210 -0.39619 1.26910
H 2.86055 0.91800 -0.06586

Which structure is the least stable? The one labeled one).

one) 16
Properties=species:S:1:pos:R:3 method="wB97M-V/def2-TZVPD" homo_energy_ev=-8.498 smiles="C=BC.CC" homo_lumo_gap_ev=9.0339
C 1.54130 -0.70545 0.12355
B 2.44854 0.29668 -0.18297
C 3.35508 1.59741 -0.29206
H 2.05290 -1.61578 0.74691
H 0.57348 -0.97125 -0.05332
H 4.40285 1.39172 0.16353
H 2.95241 2.48465 0.12505
H 3.63992 1.86743 -1.27713
C -3.38534 -0.35879 0.09851
C -1.83874 -0.68054 0.14877
H -3.87474 -1.07715 0.68075
H -3.69728 0.63725 0.29096
H -3.86968 -0.67461 -0.90619
H -1.24044 -0.35537 1.06743
H -1.72826 -1.71794 -0.07189
H -1.33200 -0.11825 -0.66191

two) 16
Properties=species:S:1:pos:R:3 method="wB97M-V/def2-TZVPD" homo_energy_ev=-9.197 smiles="C=C(C)C.B" homo_lumo_gap_ev=8.9669
C -1.70742 0.86907 -1.65922
C -0.92410 0.34007 -0.72020
C -0.85320 -1.20879 -0.65394
C -0.25841 1.17868 0.34155
H -2.03393 1.89561 -1.78762
H -2.14424 0.12310 -2.30198
H -1.63868 -1.69509 -1.35759
H -0.95964 -1.56663 0.39058
H 0.15825 -1.57557 -0.96830
H 0.58281 1.71273 -0.13050
H 0.25634 0.54284 1.12862
H -0.84212 1.99158 0.89966
B 2.60312 -0.74968 1.61745
H 1.88246 -1.15265 2.35173
H 3.53827 -0.41617 2.19668
H 2.34050 -0.28910 0.65309

Which structure is the least stable? The one labeled two).